{
  "formula": "C3H10O3S",
  "method": "ωB97M-V/def2-TZVPD",
  "elements": ["O", "C", "C", "C", "S", "H", "H", "H", "H", "H", "H", "H", "H", "O", "H", "H", "O"],
  "coordinates": [[2.61, 0.69, -1.07], [2.25, 0.10, -0.08], [0.86, -0.44, 0.15], [-0.09, 0.73, -0.09], [-1.85, 0.30, -0.16], [3.04, -0.17, 0.64], [0.72, -1.34, -0.51], [0.58, -0.79, 1.16], [0.06, 1.28, -1.01], [0.17, 1.46, 0.69], [-2.39, 1.42, -0.59], [1.44, 0.97, 3.77], [2.56, 0.47, 3.01], [1.62, 0.64, 2.87], [-2.55, -1.32, -1.53], [-3.64, -2.40, -1.50], [-2.78, -2.19, -1.91]],
  "smiles": "O=CCCS.O.O",
  "de_lowest_kcal_mol": 18.56,
  "e_lumo_ev": 0.30,
  "total_energy_ha": -744.17237,
  "homo_energy_ha": -0.3456,
  "orbital_gap_ev": 9.7
}